1.
Computed, not measured: an isolated molecule of C19H22N2O6S, with the ωB97M-V functional and the def2-TZVPD basis.

Calculated values
Energy relative to the best compared isomer or geometry (same formula, charge and spin) ... 0.9 kcal per mole
Total energy ... -46161.1312 eV
HOMO-LUMO gap ... 8.79 eV

Bonds (Å) are listed after each position.
Geometry (Å):
1 C -5.536 -0.247 -0.725  C2 1.525, H29 1.086, H30 1.087, H31 1.087
2 C -4.588 -1.272 -0.109  C1 1.525, N3 1.444, H32 1.098, H33 1.090
3 N -3.208 -1.003 -0.441  C2 1.444, C4 1.445, S6 1.662
4 C -2.741 -1.202 -1.794  N3 1.445, C5 1.527, H34 1.094, H35 1.093
5 C -2.728 -2.661 -2.245  C4 1.527, H36 1.086, H37 1.087, H38 1.087
6 S -2.046 -1.203 0.730  N3 1.662, O7 1.432, O8 1.437, C9 1.796
7 O -2.683 -1.323 2.007  S6 1.432
8 O -1.107 -2.222 0.350  S6 1.437
9 C -1.175 0.365 0.635  S6 1.796, C10 1.376, C26 1.397
10 C 0.165 0.376 0.326  C9 1.376, C11 1.394, H39 1.080
11 C 0.852 1.586 0.240  C10 1.394, C12 1.493, C24 1.393
12 C 2.293 1.699 -0.131  C11 1.493, O13 1.215, N14 1.365
13 O 2.733 2.692 -0.676  C12 1.215
14 N 3.028 0.604 0.221  C12 1.365, C15 1.382, H40 1.022
15 C 4.369 0.344 0.006  N14 1.382, C16 1.397, C20 1.414
16 C 5.193 1.220 -0.704  C15 1.397, C17 1.379, H41 1.077
17 C 6.524 0.923 -0.909  C16 1.379, C18 1.389, H42 1.080
18 C 7.073 -0.254 -0.417  C17 1.389, C19 1.377, H43 1.079
19 C 6.275 -1.132 0.283  C18 1.377, C20 1.397, H44 1.078
20 C 4.924 -0.856 0.508  C15 1.414, C19 1.397, C21 1.469
21 C 4.113 -1.820 1.264  C20 1.469, O22 1.218, O23 1.338
22 O 2.942 -1.675 1.565  C21 1.218
23 O 4.774 -2.926 1.627  C21 1.338, H45 0.971
24 C 0.147 2.766 0.465  C11 1.393, C25 1.381, H46 1.080
25 C -1.193 2.756 0.798  C24 1.381, C26 1.396, H47 1.078
26 C -1.881 1.544 0.887  C9 1.397, C25 1.396, O27 1.345
27 O -3.186 1.410 1.180  C26 1.345, C28 1.412
28 C -3.922 2.553 1.560  O27 1.412, H48 1.094, H49 1.095, H50 1.089
29 H -5.195 0.757 -0.491  C1 1.086
30 H -5.584 -0.357 -1.806  C1 1.087
31 H -6.535 -0.387 -0.321  C1 1.087
32 H -4.882 -2.284 -0.415  C2 1.098
33 H -4.632 -1.215 0.978  C2 1.090
34 H -3.360 -0.599 -2.465  C4 1.094
35 H -1.723 -0.806 -1.820  C4 1.093
36 H -2.120 -3.241 -1.556  C5 1.086
37 H -3.735 -3.071 -2.267  C5 1.087
38 H -2.304 -2.733 -3.243  C5 1.087
39 H 0.630 -0.581 0.142  C10 1.080
40 H 2.558 -0.129 0.755  N14 1.022
41 H 4.770 2.134 -1.085  C16 1.077
42 H 7.142 1.617 -1.460  C17 1.080
43 H 8.115 -0.480 -0.581  C18 1.079
44 H 6.685 -2.051 0.673  C19 1.078
45 H 4.171 -3.511 2.113  O23 0.971
46 H 0.678 3.702 0.378  C24 1.080
47 H -1.697 3.691 0.980  C25 1.078
48 H -3.472 3.049 2.425  C28 1.094
49 H -4.009 3.267 0.734  C28 1.095
50 H -4.911 2.187 1.830  C28 1.089



2.
Computed, not measured: a cluster of 2 separate species, CH7NO in total, with the ωB97M-V functional and the def2-TZVPD basis.

Calculated values
Energy relative to the best compared isomer or geometry (same formula, charge and spin) ... 44.2 kcal per mole
Total energy ... -4686.0087 eV
HOMO-LUMO gap ... 10.60 eV

Bonds (Å) are listed after each position.
Geometry (Å):
1 N -1.869 -0.429 -0.078  O2 1.386, H3 0.998, H4 0.998
2 O -0.996 0.647 -0.115  N1 1.386, H5 0.963
3 H -1.315 -1.248 -0.209  N1 0.998
4 H -2.139 -0.517 0.879  N1 0.998
5 H -0.606 0.710 0.763  O2 0.963
6 C 2.514 -0.115 0.007  H7 1.099, H8 1.092, H9 1.104, H10 1.095
7 H 1.642 -0.784 0.035  C6 1.099
8 H 3.178 -0.438 -0.797  C6 1.092
9 H 3.031 -0.106 0.982  C6 1.104
10 H 2.171 0.900 -0.221  C6 1.095



3.
Computed, not measured: a cluster of 12 separate species, C36H96O44P8 in total, with the ωB97M-V functional and the def2-TZVPD basis.

Calculated values
Energy relative to the best compared isomer or geometry (same formula, charge and spin) ... 81.3 kcal per mole
Total energy ... -203303.9760 eV
HOMO-LUMO gap ... 9.96 eV

Bonds (Å) are listed after each position.
Geometry (Å):
1 C -2.011 -2.204 -0.957  O2 1.432, H9 1.091, H10 1.097, H11 1.086
2 O -1.894 -2.973 -2.160  C1 1.432, P3 1.629
3 P -3.113 -3.914 -2.689  O2 1.629, O4 1.473, O5 1.587, O7 1.605
4 O -4.399 -3.206 -2.558  P3 1.473
5 O -2.550 -4.281 -4.126  P3 1.587, C6 1.454
6 C -2.557 -3.291 -5.190  O5 1.454, H12 1.088, H13 1.089, H14 1.085
7 O -3.018 -5.339 -1.956  P3 1.605, C8 1.453
8 C -1.690 -5.866 -1.693  O7 1.453, H15 1.089, H16 1.086, H17 1.089
9 H -1.610 -2.813 -0.146  C1 1.091
10 H -3.099 -2.193 -0.818  C1 1.097
11 H -1.674 -1.175 -1.032  C1 1.086
12 H -1.499 -3.207 -5.429  C6 1.088
13 H -2.902 -2.336 -4.798  C6 1.089
14 H -3.173 -3.608 -6.025  C6 1.085
15 H -1.674 -6.903 -2.024  C8 1.089
16 H -1.384 -5.804 -0.652  C8 1.086
17 H -1.028 -5.329 -2.370  C8 1.089
18 C -2.279 -4.585 2.179  O19 1.430, H26 1.090, H27 1.091, H28 1.089
19 O -1.950 -4.893 3.536  C18 1.430, P20 1.597
20 P -2.870 -5.716 4.549  O19 1.597, O21 1.459, O22 1.582, O24 1.631
21 O -3.951 -4.941 5.147  P20 1.459
22 O -1.806 -6.393 5.505  P20 1.582, C23 1.438
23 C -2.340 -6.787 6.781  O22 1.438, H29 1.087, H30 1.090, H31 1.097
24 O -3.342 -6.987 3.642  P20 1.631, C25 1.430
25 C -2.465 -8.060 3.288  O24 1.430, H32 1.093, H33 1.091, H34 1.086
26 H -2.347 -3.511 2.009  C18 1.090
27 H -3.246 -4.972 1.853  C18 1.091
28 H -1.461 -5.043 1.626  C18 1.089
29 H -3.403 -6.785 7.009  C23 1.087
30 H -1.761 -6.379 7.610  C23 1.090
31 H -2.071 -7.840 6.928  C23 1.097
32 H -2.258 -7.917 2.225  C25 1.093
33 H -3.039 -8.987 3.263  C25 1.091
34 H -1.591 -8.160 3.925  C25 1.086
35 C 0.967 0.289 8.284  O36 1.435, H43 1.091, H44 1.088, H45 1.091
36 O -0.109 -0.653 8.406  C35 1.435, P37 1.621
37 P -0.831 -1.232 7.075  O36 1.621, O38 1.459, O39 1.585, O41 1.596
38 O -1.557 -0.233 6.297  P37 1.459
39 O -1.753 -2.397 7.625  P37 1.585, C40 1.438
40 C -1.163 -3.493 8.346  O39 1.438, H46 1.086, H47 1.093, H48 1.090
41 O 0.392 -1.991 6.386  P37 1.596, C42 1.430
42 C 0.087 -2.726 5.198  O41 1.430, H49 1.088, H50 1.094, H51 1.088
43 H 0.798 1.233 8.804  C35 1.091
44 H 1.263 0.534 7.266  C35 1.088
45 H 1.728 -0.214 8.883  C35 1.091
46 H -0.099 -3.425 8.550  C40 1.086
47 H -1.458 -4.299 7.668  C40 1.093
48 H -1.731 -3.703 9.253  C40 1.090
49 H 0.595 -2.247 4.364  C42 1.088
50 H -0.926 -2.740 4.784  C42 1.094
51 H 0.360 -3.770 5.340  C42 1.088
52 C 1.046 4.282 -4.645  O53 1.456, H60 1.089, H61 1.087, H62 1.090
53 O 1.089 4.275 -6.100  C52 1.456, P54 1.606
54 P 1.974 3.126 -6.788  O53 1.606, O55 1.451, O56 1.619, O58 1.610
55 O 1.407 1.812 -7.029  P54 1.451
56 O 2.421 3.824 -8.179  P54 1.619, C57 1.405
57 C 2.781 5.170 -8.360  O56 1.405, H63 1.093, H64 1.093, H65 1.091
58 O 3.316 3.094 -5.900  P54 1.610, C59 1.422
59 C 3.926 1.862 -5.535  O58 1.422, H66 1.093, H67 1.091, H68 1.086
60 H 1.151 3.250 -4.314  C52 1.089
61 H 0.162 4.758 -4.227  C52 1.087
62 H 1.907 4.856 -4.302  C52 1.090
63 H 3.716 5.136 -8.925  C57 1.093
64 H 2.971 5.610 -7.377  C57 1.093
65 H 2.069 5.775 -8.923  C57 1.091
66 H 3.232 1.101 -5.900  C59 1.093
67 H 3.846 1.804 -4.448  C59 1.091
68 H 4.932 1.671 -5.897  C59 1.086
69 C -4.824 -0.958 1.448  O70 1.436, H77 1.090, H78 1.089, H79 1.088
70 O -5.749 0.017 1.953  C69 1.436, P71 1.581
71 P -6.501 -0.065 3.341  O70 1.581, O72 1.471, O73 1.648, O75 1.621
72 O -7.519 0.989 3.474  P71 1.471
73 O -7.139 -1.584 3.318  P71 1.648, C74 1.409
74 C -6.880 -2.395 4.441  O73 1.409, H80 1.094, H81 1.094, H82 1.093
75 O -5.393 -0.011 4.523  P71 1.621, C76 1.467
76 C -4.546 1.186 4.520  O75 1.467, H83 1.090, H84 1.089, H85 1.085
77 H -4.987 -1.859 2.041  C69 1.090
78 H -3.796 -0.600 1.491  C69 1.089
79 H -5.120 -1.110 0.412  C69 1.088
80 H -5.845 -2.750 4.426  C74 1.094
81 H -7.571 -3.231 4.300  C74 1.094
82 H -7.089 -1.969 5.426  C74 1.093
83 H -4.996 1.879 5.231  C76 1.090
84 H -4.623 1.732 3.581  C76 1.089
85 H -3.550 0.914 4.853  C76 1.085
86 C 4.776 -0.349 -1.496  O87 1.439, H94 1.088, H95 1.091, H96 1.088
87 O 4.674 -1.637 -2.130  C86 1.439, P88 1.614
88 P 4.181 -1.687 -3.666  O87 1.614, O89 1.461, O90 1.578, O92 1.596
89 O 4.860 -0.644 -4.430  P88 1.461
90 O 4.247 -3.226 -4.012  P88 1.578, C91 1.436
91 C 5.056 -3.686 -5.105  O90 1.436, H97 1.098, H98 1.090, H99 1.085
92 O 2.617 -1.411 -3.504  P88 1.596, C93 1.449
93 C 1.668 -1.601 -4.584  O92 1.449, H100 1.085, H101 1.091, H102 1.091
94 H 5.474 -0.472 -0.669  C86 1.088
95 H 3.810 -0.167 -1.024  C86 1.091
96 H 5.106 0.470 -2.131  C86 1.088
97 H 4.302 -4.186 -5.727  C91 1.098
98 H 5.649 -4.578 -4.904  C91 1.090
99 H 5.551 -2.932 -5.708  C91 1.085
100 H 2.063 -1.879 -5.556  C93 1.085
101 H 1.162 -0.635 -4.572  C93 1.091
102 H 0.918 -2.278 -4.175  C93 1.091
103 C -0.841 2.233 -1.832  O104 1.447, H111 1.089, H112 1.089, H113 1.090
104 O -0.996 1.222 -0.808  C103 1.447, P105 1.611
105 P -0.158 1.298 0.566  O104 1.611, O106 1.470, O107 1.627, O109 1.599
106 O -0.620 2.371 1.457  P105 1.470
107 O -0.437 -0.218 1.085  P105 1.627, C108 1.418
108 C -0.370 -0.595 2.450  O107 1.418, H114 1.095, H115 1.085, H116 1.092
109 O 1.364 1.370 0.079  P105 1.599, C110 1.432
110 C 2.344 2.243 0.651  O109 1.432, H117 1.088, H118 1.091, H119 1.089
111 H -0.767 1.617 -2.726  C103 1.089
112 H 0.017 2.860 -1.595  C103 1.089
113 H -1.702 2.889 -1.967  C103 1.090
114 H -0.552 0.247 3.128  C108 1.095
115 H 0.558 -1.066 2.758  C108 1.085
116 H -1.281 -1.165 2.645  C108 1.092
117 H 1.927 2.932 1.383  C110 1.088
118 H 2.807 2.813 -0.156  C110 1.091
119 H 3.103 1.559 1.028  C110 1.089
120 C -2.421 3.597 -6.174  O121 1.435, H128 1.087, H129 1.090, H130 1.092
121 O -2.807 2.768 -5.068  C120 1.435, P122 1.603
122 P -4.302 2.756 -4.489  O121 1.603, O123 1.468, O124 1.588, O126 1.627
123 O -5.396 2.899 -5.457  P122 1.468
124 O -4.354 1.553 -3.453  P122 1.588, C125 1.440
125 C -4.054 0.210 -3.876  O124 1.440, H131 1.091, H132 1.090, H133 1.089
126 O -4.283 4.033 -3.480  P122 1.627, C127 1.426
127 C -5.440 4.272 -2.681  O126 1.426, H134 1.090, H135 1.095, H136 1.087
128 H -3.189 3.621 -6.943  C120 1.087
129 H -1.458 3.318 -6.600  C120 1.090
130 H -2.174 4.575 -5.756  C120 1.092
131 H -4.102 0.169 -4.965  C125 1.091
132 H -4.752 -0.557 -3.541  C125 1.090
133 H -3.076 -0.065 -3.481  C125 1.089
134 H -5.196 4.506 -1.644  C127 1.090
135 H -5.926 3.302 -2.529  C127 1.095
136 H -6.169 4.963 -3.095  C127 1.087
137 C -2.345 8.017 -1.760  O138 1.440, H143 1.092, H144 1.091, H145 1.085
138 O -1.911 6.724 -1.300  C137 1.440, C139 1.320
139 C -2.670 6.254 -0.327  O138 1.320, O140 1.215, O141 1.322
140 O -3.410 6.810 0.459  C139 1.215
141 O -2.396 4.966 -0.204  C139 1.322, C142 1.416
142 C -3.194 4.003 0.461  O141 1.416, H146 1.089, H147 1.088, H148 1.090
143 H -1.818 8.354 -2.655  C137 1.092
144 H -1.944 8.755 -1.062  C137 1.091
145 H -3.402 8.119 -1.981  C137 1.085
146 H -2.775 3.964 1.465  C142 1.089
147 H -3.070 3.037 -0.025  C142 1.088
148 H -4.246 4.282 0.395  C142 1.090
149 C 5.369 4.740 -0.118  O150 1.421, H155 1.093, H156 1.087, H157 1.088
150 O 5.969 5.038 -1.371  C149 1.421, C151 1.305
151 C 5.844 4.219 -2.379  O150 1.305, O152 1.213, O153 1.334
152 O 5.155 3.223 -2.433  C151 1.213
153 O 6.713 4.570 -3.329  C151 1.334, C154 1.444
154 C 6.395 4.287 -4.708  O153 1.444, H158 1.087, H159 1.094, H160 1.088
155 H 5.551 3.715 0.219  C149 1.093
156 H 4.315 4.959 -0.271  C149 1.087
157 H 5.883 5.247 0.697  C149 1.088
158 H 7.259 4.125 -5.347  C154 1.087
159 H 5.982 5.278 -4.915  C154 1.094
160 H 5.687 3.477 -4.867  C154 1.088
161 C 3.353 -2.536 4.192  O162 1.459, H167 1.083, H168 1.088, H169 1.087
162 O 3.129 -3.167 2.895  C161 1.459, C163 1.324
163 C 2.796 -2.362 1.898  O162 1.324, O164 1.214, O165 1.320
164 O 2.875 -1.152 1.960  C163 1.214
165 O 2.454 -3.143 0.890  C163 1.320, C166 1.411
166 C 2.169 -2.628 -0.391  O165 1.411, H170 1.094, H171 1.089, H172 1.088
167 H 2.453 -2.070 4.573  C161 1.083
168 H 4.179 -1.833 4.097  C161 1.088
169 H 3.816 -3.338 4.763  C161 1.087
170 H 1.133 -2.829 -0.675  C166 1.094
171 H 2.729 -3.136 -1.175  C166 1.089
172 H 2.286 -1.566 -0.599  C166 1.088
173 C 5.515 3.398 4.681  O174 1.439, H179 1.085, H180 1.088, H181 1.092
174 O 5.208 2.002 4.519  C173 1.439, C175 1.322
175 C 5.240 1.511 3.292  O174 1.322, O176 1.217, O177 1.311
176 O 5.251 2.147 2.255  C175 1.217
177 O 5.404 0.214 3.384  C175 1.311, C178 1.426
178 C 5.857 -0.563 2.277  O177 1.426, H182 1.093, H183 1.090, H184 1.082
179 H 4.937 3.857 5.476  C173 1.085
180 H 5.445 3.926 3.733  C173 1.088
181 H 6.566 3.492 4.960  C173 1.092
182 H 6.914 -0.394 2.061  C178 1.093
183 H 5.440 -0.169 1.351  C178 1.090
184 H 5.575 -1.584 2.499  C178 1.082